Entry 1:
# C50H45F7OSi

A cluster of 8 separate species, C50H45F7OSi in total in a non-equilibrium geometry (wB97M-V/def2-TZVPD, the Open Molecules 2025 dataset).

As for the HOMO energy: -9.26 eV. The calculation puts the LUMO energy at 0.01904 hartree. Its HOMO-LUMO gap is 9.78 eV. The structure (SMILES) is O=CC[SiH2]c1ccccc1.Fc1ccccc1.Fc1ccccc1.Fc1ccccc1.Fc1ccccc1.Fc1ccccc1.Fc1ccccc1.Fc1ccccc1. Its total charge is 0. Its total energy is -2996.04592 a.u.

Structure (XYZ):
```
104
Properties=species:S:1:pos:R:3:forces:R:3
C -5.03448 -2.69918 0.44091 -0.53 -0.36 0.11
H -0.37124 0.19699 -0.26990 0.00 -0.21 0.20
H 3.90730 -3.87278 2.45722 -0.02 0.02 -0.02
H 8.78531 0.67635 0.04494 0.03 0.00 0.01
H -5.75725 -4.59245 5.01581 0.00 0.02 -0.04
H 3.05893 8.96959 0.03657 -0.01 0.02 -0.03
H 2.73695 0.10049 1.79845 0.05 0.02 0.09
H -8.37413 -4.18481 1.05737 0.05 -0.03 0.02
F -6.68058 -6.10476 1.44745 0.03 0.01 0.02
H -5.66061 0.24421 -1.11306 0.05 -0.15 0.14
H -3.16632 -3.67910 0.53816 -0.01 0.16 -0.12
C -7.47328 -5.99448 0.36408 -0.27 0.07 -0.36
F 11.67102 3.94086 -2.76217 0.03 0.02 -0.02
C 1.89861 8.86789 -1.76155 -0.13 0.21 0.07
H -6.81782 -1.52194 0.20304 0.18 -0.03 -0.04
C -2.21467 4.31218 -2.96075 -0.04 0.04 0.15
C 10.68848 1.01504 -0.88433 -0.13 0.09 -0.01
H -3.23975 0.04419 -1.58895 -0.22 -0.08 0.04
C -3.74679 -0.73622 -1.02041 -0.31 0.32 -0.01
C 4.92012 2.48141 -0.25904 -0.24 -0.27 0.22
H -3.25709 -1.91698 7.25083 -0.01 0.00 -0.02
H 5.04840 -0.54955 1.20819 0.02 0.01 -0.03
C 2.32234 6.96456 -3.18032 -0.05 -0.15 -0.20
H 5.09084 -5.99468 1.99889 -0.02 0.01 -0.01
H 3.83087 5.60311 -2.49502 -0.01 0.01 -0.02
H 6.45264 0.99738 -0.14277 -0.01 0.01 -0.03
C -9.09631 -5.76723 -1.85467 -0.07 0.02 -0.09
C 8.85705 2.57612 -0.95089 0.24 -0.15 0.04
C -8.33886 -4.92142 0.26439 0.04 0.20 0.25
Si -1.19742 -2.12271 -0.92560 -0.44 0.43 -0.54
H -9.73345 -5.67779 -2.72504 0.01 -0.01 0.01
H 4.29895 6.88359 -0.43327 -0.01 0.00 -0.02
F 0.71222 8.57412 -3.77128 -0.03 0.01 -0.02
C 3.67780 -4.44046 1.56475 0.02 -0.10 -0.09
H -1.00170 -2.04548 -2.39035 0.09 0.03 -0.03
C 3.63302 2.85676 0.06922 -0.07 0.31 -0.13
H -3.52545 -0.20599 5.48589 0.00 -0.01 -0.03
C 4.34035 -5.63276 1.30817 0.07 -0.05 0.05
H 1.83063 2.26850 1.06851 0.01 -0.02 0.01
C 5.44204 1.26514 0.13584 0.24 -0.05 -0.07
C 4.65032 0.40427 0.88603 -0.12 0.25 -0.08
H 2.19959 -3.04208 0.85572 0.01 0.00 -0.02
H -1.60516 4.17098 -3.84371 -0.02 -0.02 0.00
H -6.71317 -7.78165 -0.52288 0.00 0.01 0.03
H 1.35249 9.78401 -1.57824 -0.02 -0.02 -0.03
H 4.56049 -7.28981 -0.03748 -0.03 0.00 -0.02
H 0.23818 -2.16493 1.69828 0.03 0.22 -0.11
H -4.89540 -0.71117 3.47240 -0.02 -0.04 -0.02
H -2.17514 5.88952 0.03441 -0.03 0.00 0.00
H 12.47440 1.63153 -1.92405 0.00 0.04 0.00
C -3.46136 3.70764 -2.87911 -0.08 -0.15 -0.18
H -4.41875 4.82710 0.16685 -0.01 -0.03 -0.02
H 3.25518 3.81919 -0.25364 0.03 0.00 -0.02
H 2.09555 6.41372 -4.08401 -0.01 0.04 -0.01
C 2.71907 -3.97323 0.67715 -0.11 0.18 0.02
H 0.91431 -0.91445 -0.69433 -0.21 -0.05 0.11
C -4.48136 -3.36482 6.24849 0.03 0.18 -0.07
F -5.44062 3.31715 -1.67515 -0.12 -0.04 0.05
C -3.78873 4.68721 -0.70197 -0.18 0.01 0.23
C -5.39025 -2.67358 4.15397 0.22 0.09 0.30
C 3.07617 -5.90408 -0.72022 -0.05 -0.15 -0.21
H -9.82670 -3.96642 -0.94533 0.01 0.00 0.03
C -2.53695 5.28099 -0.78389 -0.01 -0.08 -0.17
C 9.38749 1.35873 -0.54201 -0.05 -0.01 0.01
C 11.46132 1.88454 -1.63998 0.24 -0.06 -0.05
F 5.68550 3.32798 -0.98608 -0.08 0.03 -0.02
H -0.86245 -3.49197 -0.50405 0.05 -0.01 0.24
C 10.92104 3.09303 -2.03342 -0.20 -0.21 0.18
C -5.11771 -0.61985 -0.73465 0.72 0.42 -0.51
C -5.75411 -1.60535 -0.01194 -0.45 0.00 0.14
C -4.77425 -1.44269 4.26120 -0.02 0.20 -0.20
H 2.82365 -6.46197 -1.61241 -0.01 0.04 0.00
C 3.35120 0.76641 1.22059 0.31 -0.09 -0.03
C 2.42972 -4.71397 -0.45158 0.24 -0.13 0.19
H -4.36252 -4.11477 7.01939 -0.03 -0.01 -0.02
F 1.49562 -4.26608 -1.31332 0.05 0.03 -0.02
H -3.83585 3.08652 -3.68261 -0.03 0.01 0.02
C -7.40419 -6.95512 -0.62584 0.19 -0.21 0.05
C -0.04364 -0.84155 -0.14324 0.39 -0.71 0.37
H -0.77649 5.56439 -1.97654 -0.01 0.00 -0.01
H 7.84504 2.84372 -0.68900 0.03 0.06 -0.02
O 0.72869 -0.22645 2.03072 -0.63 -1.01 -0.05
C -3.01810 -1.83129 -0.57724 0.31 -0.29 0.33
C 0.32374 -1.12291 1.31644 -0.02 1.43 -0.33
C 4.04140 -6.36232 0.16482 -0.05 0.15 0.10
H 9.23973 4.40935 -2.01986 0.02 -0.01 -0.02
C 9.63073 3.45292 -1.69794 -0.09 0.21 -0.08
C -3.85885 -2.12999 6.37669 0.05 0.00 0.07
C 3.55015 7.23721 -1.13072 0.08 -0.08 0.07
C -5.25761 -3.63929 5.13156 -0.11 -0.25 -0.02
C -8.22540 -6.84134 -1.73858 -0.04 0.13 0.07
C 1.64405 8.13574 -2.90450 0.22 -0.11 0.20
C -4.23347 3.90494 -1.75010 0.47 0.18 -0.08
C -4.00741 -1.16950 5.38481 -0.03 -0.16 0.05
C 2.84397 1.99031 0.80998 0.07 -0.07 -0.01
C -1.75087 5.09618 -1.91335 0.11 0.05 0.01
H -5.51332 -3.49488 1.00066 -0.02 0.18 -0.13
C -9.15070 -4.80644 -0.85438 0.08 -0.15 -0.05
C -3.69605 -2.80206 0.16573 0.58 -0.37 0.04
C 2.85565 8.41016 -0.86709 0.01 -0.13 -0.12
H 11.10255 0.06846 -0.56230 0.02 0.01 -0.03
F -6.13856 -2.93819 3.06562 -0.19 -0.01 0.19
C 3.28632 6.51566 -2.28826 -0.06 0.14 0.12
H -8.18482 -7.59305 -2.51585 0.03 0.00 0.02
```
Positions in Å, forces in eV/Å.

These are the Mulliken partial charges, in e, on atoms 1 to 6: -0.324 0.463 0.393 0.376 0.428 0.375

Entry 2:
# C50H45GeN2NiP2

A structure of composition C50H45GeN2NiP2 (wB97M-V/def2-TZVPD, the Open Molecules 2025 dataset).

As for the spin multiplicity: 3. As for the HOMO energy (spin up / spin down): -10.13 / -10.25 eV. As for the relative energy (zero: lowest compared OMol25 entry of this formula, charge and spin): 0.000 eV. As for the expectation value of S²: 2.019. The calculation puts the LUMO energy (spin up / spin down) at -0.06524 / -0.12243 hartree. Its HOMO-LUMO gap (spin up / spin down) is 8.36 / 6.92 eV. Its total charge is +1. Its total energy is -6309.57699 a.u.

Structure (XYZ):
```
101
Properties=species:S:1:pos:R:3:forces:R:3
H -0.92849 1.27656 -0.78049 -0.04 0.00 -0.12
N 1.61999 -2.77811 -2.12401 0.09 -0.14 -0.02
H -0.25106 -3.18659 -2.90109 -0.01 -0.03 0.04
Ni 0.15027 0.04875 -0.01321 0.41 -0.55 0.14
C 5.03127 0.12467 1.82933 -0.01 0.01 -0.03
H 6.04272 2.68092 -0.14622 -0.01 0.00 0.00
C -3.79451 2.51789 1.95830 0.04 0.06 -0.01
C -4.72998 -2.46661 -1.12360 0.01 0.01 0.00
H -0.09518 -3.81456 3.59525 0.00 0.01 0.00
H -5.50454 -2.92790 -0.52526 0.00 0.00 0.00
C 2.25066 -3.63961 -3.04674 -0.07 0.10 0.03
C 1.06037 0.28380 3.50946 0.02 -0.08 0.16
C 2.43700 -2.11051 -1.13454 0.06 -0.05 -0.01
C 0.11835 5.72325 -0.82093 0.00 -0.01 0.01
H 5.27818 -0.36700 2.76110 0.01 0.00 0.00
H -0.14170 -6.65069 0.38188 0.00 0.00 0.00
H 0.08910 6.27701 -1.75029 0.00 0.00 0.00
C 1.13860 -0.18443 4.81415 0.01 0.01 -0.06
H -3.54072 0.68887 -0.89070 0.01 0.02 0.01
H -5.61869 2.87609 3.02509 0.02 0.01 0.00
C 3.18345 -0.36960 -3.67884 0.01 -0.01 0.00
C 2.35763 0.28761 -2.76660 0.11 0.00 -0.05
C 3.96091 -0.32887 1.07496 0.01 0.02 0.06
H 1.02597 -3.06313 -4.72464 -0.01 0.00 0.00
H 6.61335 1.56430 1.98151 -0.01 0.00 0.00
C 3.51594 -5.34960 -4.86628 0.00 0.00 0.01
C -0.36512 -3.00253 1.63190 0.00 0.01 0.08
C -0.09880 -5.34570 2.08831 0.00 -0.01 -0.01
H 2.10938 -4.59255 -6.29532 0.00 0.00 0.00
H 1.26283 7.21383 0.21164 0.00 -0.01 0.00
H -0.48169 -4.82976 -1.23268 0.00 0.02 0.00
C -0.17918 -4.03728 2.53957 0.00 -0.01 0.00
P -0.69747 -1.91985 -0.88217 0.10 0.30 -0.04
C -0.40023 -4.60083 -0.17670 0.01 -0.02 0.02
H -5.95562 0.49662 -0.51650 0.01 0.01 0.00
H 1.33747 5.94698 2.32958 -0.01 -0.01 0.01
P 2.20303 -0.27409 -1.06411 -0.27 0.02 0.07
H 1.95597 0.51247 2.94485 0.00 0.01 -0.02
H -1.02775 4.09524 -1.59617 0.00 -0.02 0.01
H 3.37542 -1.16434 1.44315 -0.02 0.00 -0.03
H 2.25837 -2.48540 -0.11779 -0.03 0.00 0.00
C -1.25676 -0.25935 4.93829 -0.02 0.02 -0.06
H 0.96697 1.90332 -2.47058 0.01 -0.01 0.02
C -3.19074 1.90234 0.85939 -0.29 0.03 0.03
H -6.08578 -1.78234 -2.63660 0.00 0.00 0.00
H 2.10903 -0.32853 5.27249 -0.01 0.00 0.01
N -0.23180 0.88463 1.56524 -0.17 0.17 0.36
C -1.34653 0.21060 3.63584 0.02 -0.03 0.18
H 3.88978 -0.44374 -5.69801 0.01 0.00 0.00
C 0.19721 4.30020 1.56226 0.06 0.01 0.01
H 4.00457 -6.01095 -5.56827 0.00 0.00 0.00
C -4.05983 -1.22592 -3.07090 0.01 -0.01 0.01
C -0.18381 0.48122 2.91153 -0.02 0.11 -0.57
C 0.81810 5.53832 1.47264 -0.01 0.00 -0.03
C 0.26465 -2.36921 -2.39342 -0.07 -0.05 -0.08
C 3.64299 0.29436 -0.13225 0.06 -0.01 -0.07
H 4.76245 -5.90708 -3.21278 0.00 0.00 0.00
H -3.16390 -3.03834 0.22118 0.02 0.00 0.00
C 1.61385 1.39258 -3.17597 0.00 0.03 -0.04
C -5.15877 2.39887 2.16964 -0.05 -0.03 -0.01
H -3.20485 3.09872 2.66005 0.02 -0.01 -0.02
H 0.04960 -6.15212 2.79457 0.00 0.00 0.00
C -5.35122 1.06293 0.18020 0.01 0.01 0.02
C -3.98317 1.17859 -0.02956 0.03 -0.08 0.00
C -3.40922 -2.52743 -0.70176 -0.05 -0.03 0.00
H 0.19540 -1.49684 -3.06221 0.00 0.01 0.01
C -5.05573 -1.82069 -2.30682 -0.01 -0.01 -0.01
C 5.45946 1.83646 0.19615 -0.01 0.00 -0.01
H 3.48515 -2.31119 -1.35429 0.01 0.04 -0.01
C 0.77813 6.24873 0.28142 0.01 0.01 0.01
H 2.58658 1.53124 -6.41178 0.00 0.00 0.00
C -0.20788 -5.62867 0.73044 0.00 0.02 0.03
H -2.31376 0.34994 3.16826 0.00 0.01 -0.01
H -2.16400 -0.47179 5.48950 0.01 0.00 0.01
H 4.15686 1.87036 -1.50491 -0.01 -0.01 0.00
H 0.04820 -0.82795 6.54770 -0.01 0.00 0.00
C 3.25813 0.07472 -4.98911 -0.02 0.02 0.01
C 1.70502 1.84569 -4.48450 0.00 0.00 0.03
C -0.48148 -3.28118 0.27260 -0.01 -0.18 -0.11
C 5.77927 1.20964 1.39062 0.02 -0.02 0.02
H -1.97796 -0.79146 -3.24934 0.02 -0.01 0.01
C -2.40785 -1.93743 -1.46662 0.01 -0.04 -0.02
H 3.76157 -1.23507 -3.37767 0.00 0.02 0.00
Ge -1.28997 2.03337 0.61967 -0.04 0.09 0.08
C -0.47626 3.76770 0.46360 0.10 0.19 0.10
H 0.25731 3.74598 2.49299 -0.02 -0.02 -0.02
C -5.93769 1.66910 1.28063 0.01 0.00 -0.01
C -0.50776 4.48857 -0.72834 -0.07 0.01 -0.03
H -0.42628 -1.98300 1.99828 -0.01 0.03 -0.04
C 3.31342 -4.44828 -2.63900 0.02 -0.03 -0.03
C -2.73963 -1.27773 -2.65082 -0.04 0.03 -0.01
H 1.13573 2.71101 -4.79709 0.00 0.00 0.00
H -7.00331 1.57636 1.44541 0.00 0.01 0.00
C 2.52248 1.18364 -5.38901 0.01 -0.01 -0.02
H -4.31056 -0.71997 -3.99387 0.00 0.00 0.00
H 3.63235 -4.45041 -1.60459 0.00 0.01 0.00
C 1.82631 -3.70118 -4.37456 0.03 -0.03 -0.01
C 3.94237 -5.28486 -3.54727 0.01 -0.01 0.01
C 4.39415 1.38106 -0.56842 0.05 0.00 0.01
C -0.01685 -0.46222 5.53174 0.00 0.00 0.02
C 2.45196 -4.55855 -5.26906 -0.01 0.01 0.00
```
Positions in Å, forces in eV/Å.

These are the Mulliken partial charges, in e, on atoms 1 to 6: -0.391 1.203 0.997 -0.039 -0.634 0.427

What is the total charge in the second record? +1

Which of these has the highest total charge? C50H45GeN2NiP2

What is the total charge in the second record? +1